ORCA calculation (the ωB97M-V functional and the def2-TZVPD basis) on a molecular structure, C3H8SSi.

Calculated values
electronic energy: -806.751059 a.u.
largest force on an atom: 3.09 eV/A
LUMO level: -0.0043 Ha
energy above the lowest of the compared OMol25 structures with the same formula, charge and spin: 19.0 kcal/mol
highest occupied orbital energy: -8.921 eV
gap between HOMO and LUMO: 8.8 eV

Geometry as XYZ:
```
13
Properties=species:S:1:pos:R:3:forces:R:3:mulliken_charge:R:1
Si -0.090 0.583 -0.037 -1.6 -0.8 -0.3 0.53
H 1.010 0.933 -2.000 -0.1 -0.2 -1.0 0.28
H 0.411 0.826 2.454 0.8 -0.9 -1.1 0.27
S 0.130 2.611 0.605 0.9 -2.2 0.0 -0.29
H -2.409 0.525 0.982 -0.1 -0.4 -0.4 0.26
H -0.152 -0.478 -2.455 0.3 0.9 0.6 0.30
C 0.571 -0.034 -1.731 1.8 -1.1 0.6 -0.96
C -1.877 -0.096 0.250 1.3 1.2 -1.4 -0.94
H -1.737 -1.100 0.560 -0.1 -1.1 0.6 0.33
C 0.936 0.603 1.474 -0.2 3.0 0.8 -0.65
H 1.483 -0.788 -1.753 -1.8 1.5 0.5 0.29
H -2.322 -0.165 -0.773 -0.1 0.4 1.0 0.25
H 2.037 0.785 1.504 -1.0 -0.4 0.0 0.32
```
Positions in Å, forces in eV/Å.

***

ORCA calculation (the ωB97M-V functional and the def2-TZVPD basis) on 2 unconnected molecules or ions with the total composition C5H14NO.

Calculated values
total charge: +1
electronic energy: -328.668948 a.u.
largest force on an atom: 1.85 eV/A
LUMO level: -0.1093 Ha
energy above the lowest of the compared OMol25 structures with the same formula, charge and spin: 10.8 kcal/mol
highest occupied orbital energy: -15.636 eV
gap between HOMO and LUMO: 12.7 eV

Geometry as XYZ:
```
21
Properties=species:S:1:pos:R:3:forces:R:3:mulliken_charge:R:1
H -2.774 -0.320 1.208 -0.4 -0.6 -0.3 0.30
C 0.216 0.684 0.703 -1.2 0.1 -1.4 0.17
H 1.775 1.466 1.851 0.3 0.4 -0.5 0.40
H -0.194 1.645 0.373 0.4 0.2 0.5 0.32
H 2.227 0.993 0.123 0.6 0.1 0.3 0.37
H -0.200 -0.416 2.502 -0.2 -0.9 -0.6 0.35
H 0.231 0.363 -1.440 -0.2 0.3 0.2 0.37
H 1.987 -0.171 1.544 0.3 -0.2 -0.7 0.38
H -1.744 -1.821 1.135 -0.4 0.0 0.2 0.28
H 0.569 -0.922 -0.633 -0.3 -0.1 0.4 0.38
C -1.528 -0.530 -0.565 1.0 0.8 -0.5 -0.66
O 1.616 -0.117 -2.907 -0.5 -0.4 -0.3 -0.62
H -1.194 0.860 2.279 -0.4 0.1 -0.4 0.33
N -0.062 -0.112 -0.576 0.7 -0.8 -0.3 -0.24
C -1.831 -0.762 0.909 0.7 0.3 0.3 -0.38
H 2.463 0.031 -3.325 0.7 0.4 0.1 0.31
H -2.062 0.305 -1.014 -0.1 0.1 0.2 0.32
C -0.764 0.051 1.682 0.7 0.8 1.3 -0.71
H 1.179 -0.629 -3.601 -0.3 0.0 0.1 0.30
H -1.597 -1.346 -1.278 -0.3 -0.4 0.4 0.43
C 1.688 0.748 1.032 -1.1 -0.3 0.9 -1.43
```
Positions in Å, forces in eV/Å.

***

ORCA calculation (the ωB97M-V functional and the def2-TZVPD basis) on 2 unconnected molecules or ions with the total composition C4H8.

Calculated values
SMILES: C=C.C=C
electronic energy: -157.053775 a.u.
largest force on an atom: 5.78 eV/A
LUMO level: 0.0478 Ha
energy above the lowest of the compared OMol25 structures with the same formula, charge and spin: 81.7 kcal/mol
highest occupied orbital energy: -9.762 eV
gap between HOMO and LUMO: 11.1 eV

Geometry as XYZ:
```
12
Properties=species:S:1:pos:R:3:forces:R:3:mulliken_charge:R:1
H 0.024 0.879 0.223 1.9 -0.2 0.8 -0.06
H -2.779 0.116 -0.116 -0.4 0.5 -0.2 0.22
H 2.746 -0.473 0.705 -0.1 -0.1 -0.5 0.21
C 1.870 -0.183 0.117 2.6 -1.5 0.1 -0.64
H 1.712 -0.575 -0.863 0.8 0.0 -0.7 0.32
H 0.997 0.748 1.670 0.6 0.9 3.3 0.34
C 0.945 0.483 0.701 -2.2 2.6 -1.2 -0.21
C -1.749 0.361 -0.344 -3.7 2.6 0.8 -0.52
H -1.411 -1.644 -0.676 -0.2 0.0 -0.4 0.30
C -1.032 -0.630 -0.683 5.1 -2.7 0.0 0.01
H 0.154 -0.506 -0.551 -4.2 -1.3 -1.9 -0.21
H -1.478 1.424 -0.183 -0.1 -0.9 -0.2 0.24
```
Positions in Å, forces in eV/Å.

***

ORCA calculation (the ωB97M-V functional and the def2-TZVPD basis) on a molecular structure, C4H14ClN4O4V.

Calculated values
total charge: +1
electronic energy: -2084.652625 a.u.
largest force on an atom: 4.33 eV/A
LUMO level (spin up / spin down): -0.3464 / -0.3245 Ha
energy above the lowest of the compared OMol25 structures with the same formula, charge and spin: 75.0 kcal/mol
highest occupied orbital energy (spin up / spin down): -12.092 / -12.105 eV
spin multiplicity: 2
gap between HOMO and LUMO (spin up / spin down): 2.7 / 3.3 eV

Geometry as XYZ:
```
28
Properties=species:S:1:pos:R:3:forces:R:3:lowdin_spin:R:1
H -0.998 4.547 -1.956 0.1 0.4 0.0 0.00
C -0.373 4.453 -1.073 0.7 -0.9 1.2 0.00
C 0.478 -4.826 1.122 0.2 -1.7 1.1 0.00
H 0.888 2.894 -1.979 -0.3 -0.1 -0.3 0.00
V 3.560 0.159 -1.555 -2.8 2.2 2.4 1.30
H 0.991 -5.587 -0.785 -0.3 -0.3 0.3 0.00
H 0.364 5.231 -0.873 0.1 0.1 -0.9 0.00
H 0.587 -3.651 2.793 -0.2 0.1 0.0 0.00
N 0.954 -4.808 -0.158 0.1 1.0 -0.5 0.00
H -0.551 0.429 1.090 -0.1 -0.1 -0.2 0.00
H -1.120 -0.429 -0.787 0.1 0.0 -0.2 0.00
O 0.068 -5.826 1.685 0.1 0.4 -0.5 0.00
H -2.735 -0.665 -1.326 -0.2 0.0 0.2 0.00
N 0.621 -3.643 1.791 0.0 0.5 -0.5 0.00
H -0.484 2.329 -0.894 0.1 -0.2 -0.6 0.00
N -2.100 -0.351 -0.615 -0.3 -0.1 -0.3 0.00
H -0.970 4.528 -0.161 -0.4 -0.3 -0.2 0.00
C -2.537 0.267 0.531 -1.1 0.0 0.6 0.00
O -3.691 0.420 0.889 0.6 -0.2 -0.8 0.00
C 0.305 3.063 -1.069 -0.6 0.4 0.7 0.00
H -1.583 1.156 2.176 -0.7 -0.1 -0.1 0.00
Cl 1.910 -0.466 0.134 2.2 0.4 -2.2 0.00
H 1.193 2.162 0.528 -0.5 -0.1 -0.2 0.00
H 0.822 -2.812 1.267 0.0 0.1 0.4 0.00
O 1.219 2.973 0.019 1.0 0.7 0.3 -0.02
N -1.495 0.707 1.282 1.7 0.6 0.7 0.00
H 1.340 -3.939 -0.476 0.1 -0.2 -0.2 0.00
O 3.336 1.687 -1.600 0.7 -2.6 -0.2 -0.28
```
Positions in Å, forces in eV/Å.

***

ORCA calculation (the ωB97M-V functional and the def2-TZVPD basis) on 2 unconnected molecules or ions with the total composition C2H5N4.

Calculated values
total charge: +1
electronic energy: -297.953464 a.u.
largest force on an atom: 2.15 eV/A
LUMO level: -0.1097 Ha
energy above the lowest of the compared OMol25 structures with the same formula, charge and spin: 0.0 kcal/mol
highest occupied orbital energy: -14.568 eV
gap between HOMO and LUMO: 11.6 eV

Geometry as XYZ:
```
11
Properties=species:S:1:pos:R:3:forces:R:3:mulliken_charge:R:1
H -2.993 1.770 2.290 -0.3 -0.2 0.3 0.33
H 0.676 -1.644 -3.323 0.0 0.0 0.0 0.25
N 0.150 1.134 1.482 1.7 -1.0 -0.8 -0.35
N -2.114 1.859 1.829 0.8 0.0 -0.2 -0.14
H 0.380 0.405 0.642 -0.2 0.3 0.4 0.49
H 0.961 1.524 1.946 -0.2 0.2 0.2 0.25
C -1.013 1.465 1.757 -1.8 0.8 0.1 0.40
H 1.472 -2.835 -2.347 0.0 0.0 0.0 0.25
N 0.968 -1.965 -2.414 0.1 -0.8 -1.1 -0.43
N 0.684 -0.515 -0.474 0.0 0.0 0.0 -0.26
C 0.830 -1.200 -1.389 -0.2 0.7 1.0 0.22
```
Positions in Å, forces in eV/Å.

***

ORCA calculation (the ωB97M-V functional and the def2-TZVPD basis) on 2 unconnected molecules or ions with the total composition C5H13NO3.

Calculated values
SMILES: CC(N)=O.CCC(O)O
electronic energy: -478.815413 a.u.
largest force on an atom: 0.61 eV/A
LUMO level: 0.0244 Ha
energy above the lowest of the compared OMol25 structures with the same formula, charge and spin: 0.0 kcal/mol
highest occupied orbital energy: -9.906 eV
gap between HOMO and LUMO: 10.6 eV

Geometry as XYZ:
```
22
Properties=species:S:1:pos:R:3:forces:R:3:mulliken_charge:R:1
H 0.232 -1.751 -2.514 0.1 0.1 0.1 0.42
H 0.515 1.985 1.810 0.1 0.1 -0.1 0.30
C 0.074 1.305 2.535 0.1 -0.3 0.1 -1.26
N -1.708 0.429 1.176 -0.4 0.1 -0.1 -0.35
H 1.218 0.106 -0.286 0.1 0.0 0.1 0.10
H -0.581 -1.670 0.170 0.0 0.0 -0.3 0.35
C -0.552 0.144 1.803 -0.1 0.5 0.2 0.85
O 1.385 -2.442 -1.031 0.2 -0.4 0.2 -0.58
C 0.990 -0.088 -1.336 -0.3 -0.2 -0.2 -0.03
H -0.669 1.846 3.112 -0.1 0.1 0.1 0.41
O -0.781 -1.677 -0.791 -0.4 -0.1 0.3 -0.59
H -0.896 0.970 -1.312 -0.1 0.0 0.0 0.21
H 1.504 -2.334 -0.075 0.0 0.0 -0.2 0.39
C 0.431 -1.514 -1.461 0.3 0.5 -0.3 -0.23
H 1.929 -0.060 -1.894 0.0 0.0 0.1 0.33
H 0.854 0.941 3.197 0.0 0.0 0.0 0.33
H 0.485 1.953 -1.807 0.0 0.2 -0.1 0.36
H -2.084 1.362 1.164 0.1 -0.1 0.0 0.21
H -0.207 0.761 -2.917 0.0 0.1 -0.1 0.37
O -0.052 -0.968 1.760 0.3 -0.4 0.1 -0.70
H -2.120 -0.267 0.571 0.0 0.1 0.0 0.25
C 0.032 0.967 -1.874 0.2 -0.2 0.0 -1.14
```
Positions in Å, forces in eV/Å.